Record 1
Formula: C22H55BN6O4PS
Source: the OMol25 dataset
Level of theory: ωB97M-V with the def2-TZVPD basis set

Properties
Gap between HOMO and LUMO   7.559 eV
Electronic energy   -61632.10261 eV
ΔE to the lowest compared entry with this formula, charge and spin   0.0 kcal/mol
E_LUMO   -0.08947 Eh
Charge   +1

Bonds (Å) are listed after each position.
CARTESIAN COORDINATES (ANGSTROEM)
1 C -1.970 3.601 3.009  C2 1.518, H22 1.087, H23 1.082, H24 1.078
2 C -2.667 2.974 1.815  C1 1.518, O3 1.407, H25 1.088, H26 1.090
3 O -4.007 2.660 2.103  C2 1.407, C4 1.422
4 C -4.468 1.404 1.621  O3 1.422, C5 1.517, H27 1.082, H28 1.085
5 C -4.653 0.432 2.770  C4 1.517, O6 1.415, H29 1.087, H30 1.088
6 O -3.636 -0.550 2.711  C5 1.415, C7 1.426
7 C -3.388 -1.158 3.977  O6 1.426, C8 1.511, H31 1.085, H32 1.083
8 C -2.497 -0.274 4.819  C7 1.511, O9 1.421, H33 1.085, H34 1.086
9 O -1.195 -0.835 4.903  C8 1.421, C10 1.409
10 C -0.159 0.107 5.068  O9 1.409, C11 1.493, H35 1.083, H36 1.086
11 C 0.723 0.096 3.862  C10 1.493, C12 1.505, N21 1.450, H37 1.091
12 C 1.620 -1.103 3.708  C11 1.505, N13 1.485, H38 1.096, H39 1.079
13 N 1.866 -1.119 2.244  C12 1.485, P14 1.775, C16 1.391
14 P 2.407 -2.774 1.902  N13 1.775, S15 1.928, H40 1.402, H41 1.399
15 S 1.091 -3.907 1.063  P14 1.928
16 C 0.653 -0.709 1.701  N13 1.391, N17 1.281, N21 1.332
17 N 0.129 -0.960 0.560  C16 1.281, B18 1.527, H42 1.016
18 B -1.236 -0.434 0.122  N17 1.527, N19 1.428, O20 1.363
19 N -2.396 -1.253 0.278  B18 1.428, H43 1.023, H44 1.016
20 O -1.367 0.821 -0.393  B18 1.363, H45 0.969
21 N 0.052 0.095 2.576  C11 1.450, C16 1.332, H46 1.022
22 H -0.908 3.381 2.943  C1 1.087
23 H -2.339 3.148 3.920  C1 1.082
24 H -2.077 4.673 3.025  C1 1.078
25 H -2.615 3.673 0.983  C2 1.088
26 H -2.080 2.105 1.520  C2 1.090
27 H -5.417 1.584 1.132  C4 1.082
28 H -3.815 0.977 0.866  C4 1.085
29 H -4.613 1.032 3.675  C5 1.087
30 H -5.648 -0.003 2.701  C5 1.088
31 H -4.341 -1.313 4.473  C7 1.085
32 H -2.958 -2.133 3.785  C7 1.083
33 H -2.494 0.706 4.353  C8 1.085
34 H -2.909 -0.181 5.820  C8 1.086
35 H -0.504 1.114 5.262  C10 1.083
36 H 0.430 -0.175 5.935  C10 1.086
37 H 1.407 0.930 4.021  C11 1.091
38 H 1.010 -1.954 4.031  C12 1.096
39 H 2.496 -1.121 4.338  C12 1.079
40 H 3.629 -2.667 1.224  P14 1.402
41 H 2.724 -3.282 3.167  P14 1.399
42 H 0.621 -1.575 -0.081  N17 1.016
43 H -2.715 -1.297 1.249  N19 1.023
44 H -3.161 -0.821 -0.233  N19 1.016
45 H -2.124 1.255 0.029  O20 0.969
46 H -0.933 -0.116 2.748  N21 1.022
47 C 5.998 3.655 -1.109  C48 1.521, H54 1.090, H55 1.090, H56 1.091
48 C 4.509 3.482 -0.851  C47 1.521, N49 1.451, H57 1.093, H58 1.103
49 N 3.891 2.461 -1.676  C48 1.451, C50 1.449, C52 1.447
50 C 2.443 2.450 -1.594  N49 1.449, C51 1.539, H59 1.094, H60 1.094
51 C 1.797 2.103 -0.241  C50 1.539, H61 1.088, H62 1.091, H63 1.091
52 C 4.497 1.148 -1.642  N49 1.447, C53 1.531, H64 1.092, H65 1.094
53 C 4.549 0.432 -0.290  C52 1.531, H66 1.091, H67 1.093, H68 1.091
54 H 6.187 3.901 -2.154  C47 1.090
55 H 6.383 4.469 -0.495  C47 1.090
56 H 6.568 2.762 -0.854  C47 1.091
57 H 4.017 4.433 -1.067  C48 1.093
58 H 4.361 3.296 0.226  C48 1.103
59 H 2.058 1.770 -2.359  C50 1.094
60 H 2.083 3.440 -1.887  C50 1.094
61 H 1.828 1.037 -0.024  C51 1.088
62 H 0.741 2.380 -0.256  C51 1.091
63 H 2.263 2.648 0.582  C51 1.091
64 H 5.513 1.223 -2.036  C52 1.092
65 H 3.977 0.509 -2.361  C52 1.094
66 H 4.837 1.088 0.532  C53 1.091
67 H 5.285 -0.376 -0.333  C53 1.093
68 H 3.590 -0.030 -0.050  C53 1.091
69 C 0.418 -0.732 -3.510  C70 1.524, H76 1.093, H77 1.094, H78 1.089
70 C -0.282 -2.086 -3.512  C69 1.524, N71 1.446, H79 1.098, H80 1.101
71 N -1.595 -2.068 -4.118  C70 1.446, C72 1.456, C74 1.456
72 C -2.339 -3.299 -3.900  N71 1.456, C73 1.533, H81 1.093, H82 1.096
73 C -1.801 -4.593 -4.524  C72 1.533, H83 1.088, H84 1.091, H85 1.090
74 C -1.658 -1.522 -5.466  N71 1.456, C75 1.534, H86 1.093, H87 1.092
75 C -0.815 -2.197 -6.555  C74 1.534, H88 1.091, H89 1.091, H90 1.088
76 H -0.184 0.021 -2.995  C69 1.093
77 H 1.377 -0.815 -2.991  C69 1.094
78 H 0.632 -0.373 -4.516  C69 1.089
79 H -0.394 -2.403 -2.467  C70 1.098
80 H 0.389 -2.820 -3.984  C70 1.101
81 H -3.368 -3.146 -4.237  C72 1.093
82 H -2.412 -3.450 -2.818  C72 1.096
83 H -1.998 -4.642 -5.594  C73 1.088
84 H -2.302 -5.450 -4.071  C73 1.091
85 H -0.730 -4.719 -4.363  C73 1.090
86 H -1.372 -0.468 -5.417  C74 1.093
87 H -2.704 -1.504 -5.780  C74 1.092
88 H 0.186 -2.457 -6.207  C75 1.091
89 H -0.698 -1.518 -7.401  C75 1.091
90 H -1.290 -3.098 -6.939  C75 1.088

Mulliken atomic charge list, values in e, 5 entries:
1 C -1.380
2 C 1.288
3 O -0.474
4 C 0.160
5 C -0.628

---

Record 2
Formula: C4H5NO
Source: the OMol25 dataset
Level of theory: ωB97M-V with the def2-TZVPD basis set

Properties
Gap between HOMO and LUMO   10.701 eV
Electronic energy   -7764.29033 eV
ΔE to the lowest compared entry with this formula, charge and spin   51.6 kcal/mol
E_LUMO   0.02927 Eh
SMILES   C#CC(=O)NC
Charge   0

Bonds (Å) are listed after each position.
CARTESIAN COORDINATES (ANGSTROEM)
1 C 1.609 1.100 0.574  C2 1.212, H7 1.068
2 C 0.962 0.243 1.135  C1 1.212, C3 1.490
3 C 0.017 -0.905 1.037  C2 1.490, O4 1.214, N5 1.379
4 O -0.051 -1.879 1.760  C3 1.214
5 N -0.739 -0.777 -0.109  C3 1.379, C6 1.452, H8 1.016
6 C -0.652 0.355 -1.014  N5 1.452, H9 1.086, H10 1.092, H11 1.093
7 H 2.188 1.870 0.112  C1 1.068
8 H -1.077 -1.654 -0.493  N5 1.016
9 H -1.276 0.139 -1.876  C6 1.086
10 H 0.393 0.539 -1.273  C6 1.092
11 H -1.010 1.282 -0.562  C6 1.093

Mulliken atomic charge list, values in e, 5 entries:
1 C -0.268
2 C -0.123
3 C 0.420
4 O -0.582
5 N -0.184

---

Record 3
Formula: C29H45F16N4O11
Source: the OMol25 dataset
Level of theory: ωB97M-V with the def2-TZVPD basis set

Properties
Gap between HOMO and LUMO   8.265 eV
Electronic energy   -102759.03596 eV
E_LUMO   -0.14237 Eh
Charge   +1

Bonds (Å) are listed after each position.
CARTESIAN COORDINATES (ANGSTROEM)
1 C 7.297 -3.054 6.662  C2 1.572, H16 1.123, H17 1.124, H18 1.124
2 C 6.411 -2.869 5.376  C1 1.572, C3 1.567, H19 1.126, H20 1.127
3 C 5.362 -1.719 5.558  C2 1.567, F4 1.383, N5 1.481, H21 1.125
4 F 5.817 -0.626 6.273  C3 1.383
5 N 4.838 -1.349 4.223  C3 1.481, C6 1.299, H22 1.020
6 C 3.790 -0.581 4.184  N5 1.299, N7 1.453, N15 1.466
7 N 3.021 -0.058 5.300  C6 1.453, C8 1.501, H23 1.024
8 C 1.671 0.355 4.791  N7 1.501, C9 1.606, H24 1.124, H25 1.114
9 C 1.692 -0.463 3.409  C8 1.606, C10 1.566, N15 1.505, H26 1.131
10 C 0.539 -0.256 2.371  C9 1.566, C11 1.589, H27 1.127, H28 1.125
11 C -0.767 -1.125 2.626  C10 1.589, O12 1.431, C13 1.574, H29 1.127
12 O -1.928 -0.290 2.672  C11 1.431, H30 0.974
13 C -0.761 -1.975 3.951  C11 1.574, N14 1.487, H31 1.130, H32 1.120
14 N -2.019 -2.728 4.198  C13 1.487, H33 1.025, H34 1.027
15 N 3.088 -0.081 2.998  C6 1.466, C9 1.505, H35 1.031
16 H 7.951 -2.157 6.835  C1 1.123
17 H 6.634 -3.184 7.559  C1 1.124
18 H 7.939 -3.975 6.599  C1 1.124
19 H 7.029 -2.673 4.455  C2 1.126
20 H 5.882 -3.847 5.192  C2 1.127
21 H 4.491 -2.144 6.129  C3 1.125
22 H 5.236 -1.644 3.331  N5 1.020
23 H 3.546 0.746 5.658  N7 1.024
24 H 1.678 1.457 4.569  C8 1.124
25 H 0.798 0.218 5.470  C8 1.114
26 H 1.881 -1.507 3.804  C9 1.131
27 H 0.960 -0.522 1.360  C10 1.127
28 H 0.205 0.815 2.279  C10 1.125
29 H -0.848 -1.834 1.755  C11 1.127
30 H -2.312 -0.256 1.777  O12 0.974
31 H 0.101 -2.700 3.863  C13 1.130
32 H -0.559 -1.275 4.802  C13 1.120
33 H -2.339 -2.403 5.117  N14 1.025
34 H -1.718 -3.689 4.398  N14 1.027
35 H 3.141 0.947 3.054  N15 1.031
36 C -1.576 -4.474 1.357  C37 1.515, H45 1.093, H46 1.090, H47 1.093
37 C -2.501 -5.667 1.238  C36 1.515, O38 1.436, H48 1.090, H49 1.092
38 O -1.901 -6.703 0.446  C37 1.436, C39 1.337
39 C -1.018 -7.481 1.079  O38 1.337, O40 1.196, C41 1.525
40 O -0.709 -7.361 2.229  C39 1.196
41 C -0.494 -8.561 0.139  C39 1.525, F42 1.340, F43 1.339, F44 1.334
42 F -0.166 -8.070 -1.063  C41 1.340
43 F -1.411 -9.515 -0.069  C41 1.339
44 F 0.593 -9.165 0.620  C41 1.334
45 H -1.279 -4.120 0.366  C36 1.093
46 H -2.064 -3.660 1.893  C36 1.090
47 H -0.659 -4.738 1.889  C36 1.093
48 H -3.417 -5.374 0.725  C37 1.090
49 H -2.791 -6.051 2.219  C37 1.092
50 C 3.058 3.471 -1.720  C51 1.515, H59 1.086, H60 1.086, H61 1.092
51 C 2.610 4.813 -1.178  C50 1.515, O52 1.440, H62 1.090, H63 1.092
52 O 1.941 4.659 0.087  C51 1.440, C53 1.333
53 C 2.728 4.526 1.155  O52 1.333, O54 1.196, C55 1.525
54 O 3.923 4.524 1.130  C53 1.196
55 C 1.881 4.416 2.418  C53 1.525, F56 1.341, F57 1.336, F58 1.338
56 F 0.853 3.566 2.277  C55 1.341
57 F 1.354 5.593 2.767  C55 1.336
58 F 2.582 3.980 3.471  C55 1.338
59 H 2.217 2.786 -1.776  C50 1.086
60 H 3.492 3.583 -2.709  C50 1.086
61 H 3.803 3.011 -1.066  C50 1.092
62 H 1.886 5.260 -1.860  C51 1.090
63 H 3.444 5.512 -1.090  C51 1.092
64 C -5.956 4.035 2.857  C65 1.515, H73 1.092, H74 1.091, H75 1.091
65 C -6.434 3.795 1.439  C64 1.515, O66 1.438, H76 1.090, H77 1.092
66 O -5.364 3.306 0.613  C65 1.438, C67 1.335
67 C -5.099 2.002 0.714  O66 1.335, O68 1.195, C69 1.525
68 O -5.678 1.241 1.430  C67 1.195
69 C -3.979 1.616 -0.246  C67 1.525, F70 1.339, F71 1.338, F72 1.342
70 F -2.953 2.475 -0.212  C69 1.339
71 F -4.401 1.582 -1.516  C69 1.338
72 F -3.468 0.404 0.020  C69 1.342
73 H -5.091 4.701 2.862  C64 1.092
74 H -6.749 4.479 3.460  C64 1.091
75 H -5.644 3.102 3.330  C64 1.091
76 H -6.761 4.737 0.997  C65 1.090
77 H -7.285 3.113 1.410  C65 1.092
78 C -4.517 0.130 -4.109  C79 1.515, H87 1.092, H88 1.090, H89 1.091
79 C -4.215 -0.684 -5.351  C78 1.515, O80 1.435, H90 1.090, H91 1.092
80 O -4.846 -0.111 -6.506  C79 1.435, C81 1.337
81 C -4.210 0.925 -7.063  O80 1.337, O82 1.195, C83 1.525
82 O -3.181 1.385 -6.664  C81 1.195
83 C -4.962 1.404 -8.300  C81 1.525, F84 1.339, F85 1.341, F86 1.333
84 F -6.280 1.507 -8.083  C83 1.339
85 F -4.802 0.559 -9.328  C83 1.341
86 F -4.544 2.601 -8.713  C83 1.333
87 H -5.596 0.243 -3.979  C78 1.092
88 H -4.102 -0.350 -3.223  C78 1.090
89 H -4.099 1.135 -4.186  C78 1.091
90 H -4.624 -1.689 -5.241  C79 1.090
91 H -3.140 -0.789 -5.513  C79 1.092
92 C 2.932 1.408 -8.885  C93 1.515, H101 1.092, H102 1.091, H103 1.091
93 C 2.477 2.750 -8.347  C92 1.515, O94 1.438, H104 1.090, H105 1.092
94 O 1.799 2.594 -7.088  C93 1.438, C95 1.334
95 C 2.582 2.462 -6.016  O94 1.334, O96 1.196, C97 1.525
96 O 3.778 2.463 -6.039  C95 1.196
97 C 1.734 2.354 -4.754  C95 1.525, F98 1.338, F99 1.343, F100 1.339
98 F 0.707 1.507 -4.899  C97 1.338
99 F 1.206 3.539 -4.407  C97 1.343
100 F 2.440 1.924 -3.701  C97 1.339
101 H 2.089 0.717 -8.950  C92 1.092
102 H 3.374 1.521 -9.875  C92 1.091
103 H 3.671 0.950 -8.226  C92 1.091
104 H 1.757 3.196 -9.033  C93 1.090
105 H 3.309 3.450 -8.252  C93 1.092

Mulliken atomic charge list, values in e, 5 entries:
1 C -1.142
2 C -0.501
3 C 0.206
4 F -0.291
5 N -0.004